Record 1
DFT (ωB97M-V/def2-TZVPD) results for a structure of composition C40H50BrN3O3PS2Ta.

Atoms and positions in Å:
Ta1 1.0723 0.4629 0.7790
C1 4.0001 2.5425 1.3048
C2 3.9547 1.1919 0.6786
N1 3.5470 0.1757 1.3889
N2 3.8879 -1.0733 0.9312
C3 3.0662 -2.0431 0.8691
S1 1.2867 -1.9303 1.0592
S2 3.7242 -3.6539 0.6945
C4 2.5766 -4.3576 -0.5419
C5 2.8758 -3.9295 -1.9501
C6 3.9132 -4.5122 -2.6719
C7 4.1747 -4.1098 -3.9728
C8 3.3965 -3.1208 -4.5678
C9 2.3631 -2.5341 -3.8516
C10 2.1113 -2.9318 -2.5429
C11 4.2550 1.0172 -0.7632
C12 5.4610 1.2368 -1.3980
C13 5.5680 0.9895 -2.7634
C14 4.4682 0.5378 -3.4786
C15 3.2476 0.3140 -2.8433
C16 3.1804 0.5528 -1.5022
O1 1.9930 0.3460 -0.7754
H1 3.6096 2.5193 2.3216
H2 3.4810 3.2867 0.6968
H3 5.0502 2.8562 1.3494
H4 1.5646 -4.0812 -0.2516
H5 2.6966 -5.4303 -0.3969
H6 4.5200 -5.2884 -2.2127
H7 4.9817 -4.5734 -4.5282
H8 3.5914 -2.8172 -5.5897
H9 1.7441 -1.7743 -4.3203
H10 1.2961 -2.4756 -1.9802
H11 6.3187 1.5824 -0.8311
H12 6.5136 1.1507 -3.2656
H13 4.5499 0.3566 -4.5444
H14 2.3766 -0.0354 -3.3881
Br1 1.1847 -0.9299 4.3870
C17 1.0449 0.9214 4.2145
C18 1.0035 1.6789 5.3707
C19 0.8970 3.0497 5.2733
C20 0.8406 3.6414 4.0210
C21 0.8798 2.8288 2.9259
N3 0.9722 1.4716 2.9878
C22 0.7620 3.3945 1.5561
O2 0.6114 4.5394 1.3045
O3 0.8244 2.3971 0.6385
H15 1.0612 1.1842 6.3299
H16 0.8485 3.6542 6.1707
H17 0.7627 4.7112 3.8800
C23 -3.7253 -2.4497 2.9979
C24 -2.6543 -1.5730 3.6452
C25 -2.3844 -0.3326 2.7733
C26 -2.5163 -0.6710 1.2618
C27 -2.1258 -2.1397 1.0486
C28 -3.1944 -3.0456 1.6794
P1 -1.5710 0.4593 0.1864
C29 -1.7895 -0.0194 -1.5963
C30 -0.6852 -0.9442 -2.1444
C31 -0.9625 -1.3065 -3.6045
C32 -2.3145 -2.0343 -3.7962
C33 -3.1599 -2.0025 -2.5230
C34 -3.2125 -0.5938 -1.9307
C35 -2.2333 2.1678 0.2917
C36 -2.3851 2.7356 1.7095
C37 -2.5912 4.2610 1.6380
C38 -3.4090 4.6688 0.3968
C39 -4.3593 3.5443 -0.0015
C40 -3.5824 2.2974 -0.4621
H18 -4.6185 -1.8433 2.8135
H19 -4.0287 -3.2470 3.6749
H20 -1.7382 -2.1571 3.7794
H21 -2.9688 -1.2455 4.6361
H22 -1.3846 0.0603 2.9932
H23 -3.0976 0.4416 3.0402
H24 -3.5563 -0.5486 0.9509
H25 -1.1662 -2.3198 1.5284
H26 -2.0105 -2.3843 -0.0068
H27 -2.7555 -4.0291 1.8613
H28 -4.0150 -3.1908 0.9731
H29 -1.6663 0.9447 -2.0935
H30 -0.5898 -1.8507 -1.5403
H31 0.2678 -0.4270 -2.1011
H32 -0.1453 -1.9305 -3.9707
H33 -0.9413 -0.3846 -4.1942
H34 -2.1484 -3.0706 -4.0911
H35 -2.8727 -1.5645 -4.6081
H36 -2.7643 -2.7145 -1.7944
H37 -4.1774 -2.3242 -2.7451
H38 -3.8681 -0.5963 -1.0653
H39 -3.6813 0.0668 -2.6640
H40 -1.4751 2.7603 -0.2269
H41 -1.5281 2.4984 2.3435
H42 -3.2538 2.2744 2.1802
H43 -1.6267 4.7709 1.6265
H44 -3.1106 4.5786 2.5435
H45 -2.7444 4.9062 -0.4401
H46 -3.9729 5.5748 0.6128
H47 -5.0221 3.8596 -0.8062
H48 -4.9974 3.2960 0.8519
H49 -3.3906 2.3654 -1.5343
H50 -4.2061 1.4191 -0.2981

Output
- E_HOMO (eV) = -13.347
- ΔE to the lowest compared entry with this formula, charge and spin (eV) = 0.446
- net charge = +2
- gap between HOMO and LUMO (eV) = 5.848
- 2S+1 = 1

---

Record 2
DFT (ωB97M-V/def2-TZVPD) results for a structure of composition C40H50Ge2N5OPd.

Atoms and positions in Å:
Pd1 -0.1957 -0.5739 -0.3666
C1 1.4864 -0.0636 -3.0018
C2 2.4833 -1.1640 -2.7614
C3 3.3236 -1.5241 -3.8031
C4 4.2360 -2.5583 -3.6679
C5 4.2466 -3.2975 -2.5031
C6 3.4265 -2.9719 -1.4273
C7 3.3887 -3.9651 -0.2836
C8 2.6077 -1.8271 -1.5290
N1 1.8449 -1.3922 -0.3950
C9 2.3858 -1.2564 0.7560
C10 3.8527 -1.1209 1.0183
C11 1.4522 -1.2756 1.9422
C12 2.0522 -1.3921 3.3080
N2 0.2010 -1.2529 1.7107
C13 -0.7758 -1.6684 2.6747
C14 -0.7723 -2.9995 3.1280
C15 0.2180 -4.0450 2.6637
C16 -1.7587 -3.3907 4.0303
C17 -2.7184 -2.5035 4.4741
C18 -2.7188 -1.1999 3.9999
C19 -1.7653 -0.7673 3.0936
C20 -1.7842 0.6500 2.5966
H1 1.3834 0.1287 -4.0686
H2 1.7824 0.8715 -2.5363
H3 0.4879 -0.3304 -2.6472
H4 3.2475 -0.9906 -4.7432
H5 4.9026 -2.8112 -4.4823
H6 4.8875 -4.1698 -2.4224
H7 3.0952 -4.9390 -0.6789
H8 2.6851 -3.7128 0.5060
H9 4.3751 -4.0924 0.1663
H10 4.4155 -1.0456 0.0933
H11 4.2501 -1.9554 1.5986
H12 4.0130 -0.2181 1.6163
H13 2.6721 -0.5108 3.4997
H14 2.7083 -2.2623 3.3872
H15 1.2825 -1.4550 4.0700
H16 0.6895 -3.7932 1.7122
H17 -0.2789 -5.0101 2.5526
H18 1.0152 -4.1928 3.3964
H19 -1.7648 -4.4167 4.3859
H20 -3.4674 -2.8254 5.1873
H21 -3.4680 -0.4984 4.3499
H22 -2.5343 1.2426 3.1202
H23 -2.0195 0.6896 1.5331
H24 -0.8188 1.1383 2.7327
C21 3.4110 2.1050 -0.9842
Ge1 2.1009 2.9030 0.2074
C22 2.2105 2.1559 2.0100
C23 2.1095 4.8431 0.2191
Ge2 -0.2572 1.8776 -0.6394
C24 -1.4413 3.0452 0.3856
C25 -2.6955 3.2930 -0.1768
C26 -3.6008 4.1137 0.4831
C27 -3.2550 4.7081 1.6913
C28 -2.0027 4.4796 2.2452
C29 -1.1020 3.6452 1.5974
C30 -0.2937 2.5641 -2.4753
C31 0.4691 3.6745 -2.8461
C32 0.4176 4.1669 -4.1438
C33 -0.3999 3.5569 -5.0854
C34 -1.1700 2.4579 -4.7251
C35 -1.1114 1.9541 -3.4308
H25 4.3937 2.4416 -0.6388
H26 3.2654 2.4404 -2.0110
H27 3.3706 1.0156 -0.9495
H28 3.2495 1.8550 2.1733
H29 1.5557 1.2936 2.1309
H30 1.9439 2.9107 2.7489
H31 2.7625 5.1421 1.0457
H32 1.1150 5.2576 0.3830
H33 2.5157 5.2271 -0.7164
H34 -2.9584 2.8568 -1.1350
H35 -4.5761 4.3002 0.0485
H36 -3.9585 5.3597 2.1936
H37 -1.7267 4.9515 3.1811
H38 -0.1355 3.4632 2.0523
H39 1.0948 4.1827 -2.1235
H40 1.0087 5.0331 -4.4169
H41 -0.4388 3.9381 -6.0986
H42 -1.8187 1.9879 -5.4549
H43 -1.7086 1.0888 -3.1655
C36 -5.0460 -0.0720 -1.5937
N3 -4.2939 -1.2271 -1.0774
C37 -4.9025 -2.4040 -0.7584
C38 -4.2035 -3.4580 -0.2980
C39 -2.7944 -3.2959 -0.1743
N4 -2.2038 -2.1338 -0.4544
C40 -2.9393 -1.0975 -0.8937
O1 -2.3885 0.0060 -1.1382
N5 -2.0210 -4.3116 0.2158
H44 -6.0872 -0.3582 -1.7070
H45 -4.6459 0.2309 -2.5574
H46 -4.9672 0.7647 -0.9032
H47 -5.9747 -2.4368 -0.8958
H48 -4.6929 -4.3867 -0.0436
H49 -2.4136 -5.2081 0.4392
H50 -1.0267 -4.1821 0.2744

Output
- E_HOMO (spin up / spin down) (eV) = -12.410 / -13.556
- net charge = +2
- gap between HOMO and LUMO (spin up / spin down) (eV) = 6.537 / 5.721
- expectation value of S² = 3.760
- 2S+1 = 4

---

Record 3
DFT (ωB97M-V/def2-TZVPD) results for a structure of composition C40H51CdGeN2Sb.

Atoms and positions in Å:
Cd1 0.7582 0.6756 -0.3951
N1 2.9059 0.1658 -1.5484
C1 2.5748 -0.0877 -2.8948
C2 3.2619 0.4124 -3.9616
C3 2.8366 0.1348 -5.2830
C4 1.7353 -0.6298 -5.5267
C5 0.9785 -1.1281 -4.4369
C6 -0.2049 -1.8864 -4.5805
C7 -0.8973 -2.2886 -3.4765
C8 -0.4168 -1.9248 -2.2036
N2 0.6863 -1.2395 -2.0259
C9 1.3927 -0.8468 -3.1257
H1 3.7725 0.6665 -1.4178
H2 2.8890 -0.6749 -0.9811
H3 4.1483 1.0139 -3.7960
H4 3.4086 0.5364 -6.1095
H5 1.4140 -0.8434 -6.5387
H6 -0.5609 -2.1237 -5.5763
H7 -1.8118 -2.8595 -3.5580
H8 -0.9623 -2.2099 -1.3098
C10 2.9517 -1.7889 4.5384
C11 2.7115 -0.9463 3.2889
C12 2.1709 0.4272 3.6971
C13 4.0374 -0.7517 2.5498
Sb1 1.3075 -1.7197 1.7945
C14 2.0814 -3.7098 1.2417
C15 2.7176 -4.5158 2.3676
C16 0.9551 -4.5229 0.6050
C17 3.1206 -3.4373 0.1496
C18 -0.5953 -1.9659 2.8552
C19 -0.4868 -2.5906 4.2413
C20 -1.1735 -0.5489 2.9560
C21 -1.5425 -2.7959 1.9883
H9 3.6698 -1.2644 5.1825
H10 3.3727 -2.7662 4.3152
H11 2.0455 -1.9382 5.1213
H12 2.9413 0.9598 4.2687
H13 1.2944 0.3401 4.3402
H14 1.9052 1.0534 2.8399
H15 4.7317 -0.1952 3.1911
H16 3.9134 -0.1760 1.6277
H17 4.5136 -1.7035 2.3042
H18 2.0412 -4.6554 3.2135
H19 3.6318 -4.0495 2.7342
H20 2.9915 -5.5117 1.9945
H21 0.2618 -4.9145 1.3467
H22 1.3876 -5.3826 0.0766
H23 0.3858 -3.9430 -0.1274
H24 3.9385 -2.7984 0.4874
H25 2.6555 -2.9739 -0.7256
H26 3.5584 -4.3864 -0.1854
H27 0.0140 -1.9248 4.9440
H28 0.0433 -3.5461 4.2337
H29 -1.4950 -2.7742 4.6342
H30 -0.5757 0.1041 3.5909
H31 -2.1807 -0.6032 3.3890
H32 -1.2652 -0.0633 1.9830
H33 -1.3141 -3.8594 2.0224
H34 -1.5388 -2.4737 0.9423
H35 -2.5658 -2.6642 2.3596
C22 0.1036 2.3719 0.6729
Ge1 -1.5249 2.7169 -0.2799
C23 -1.0456 2.5642 -2.1943
C24 0.1233 3.1975 -2.6373
C25 0.5739 3.0452 -3.9436
C26 -0.1397 2.2581 -4.8404
C27 -1.3022 1.6248 -4.4216
C28 -1.7465 1.7748 -3.1107
C29 -3.1156 1.5488 -0.0660
C30 -3.0141 0.1787 -0.3189
C31 -4.0822 -0.6875 -0.1242
C32 -5.2921 -0.1947 0.3511
C33 -5.4169 1.1610 0.6180
C34 -4.3411 2.0206 0.4076
C35 -2.1617 4.5484 0.0323
C36 -1.5276 5.3264 1.0002
C37 -1.9380 6.6329 1.2479
C38 -2.9873 7.1814 0.5230
C39 -3.6242 6.4233 -0.4524
C40 -3.2116 5.1184 -0.6930
H36 -0.1253 1.9931 1.6808
H37 0.6890 3.8077 -1.9412
H38 1.4783 3.5492 -4.2663
H39 0.2063 2.1450 -5.8608
H40 -1.8690 1.0158 -5.1179
H41 -2.6629 1.2817 -2.8033
H42 -2.0683 -0.2225 -0.6742
H43 -3.9734 -1.7470 -0.3319
H44 -6.1283 -0.8638 0.5165
H45 -6.3554 1.5528 0.9930
H46 -4.4603 3.0760 0.6254
H47 -0.6947 4.9007 1.5517
H48 -1.4343 7.2255 2.0025
H49 -3.3052 8.1997 0.7118
H50 -4.4391 6.8505 -1.0250
H51 -3.7128 4.5390 -1.4633

Output
- E_HOMO (eV) = -5.919
- ΔE to the lowest compared entry with this formula, charge and spin (eV) = 0.000
- gap between HOMO and LUMO (eV) = 5.345
- 2S+1 = 1

---

Number 1: electronic energy -5712.55306 hartree, strongest force on any atom 0.92 eV/A. Number 2: electronic energy -6184.46098 hartree, strongest force on any atom 0.68 eV/A. Number 3: electronic energy -4149.10662 hartree, strongest force on any atom 0.53 eV/A.